1.
Computed, not measured: a 12-piece molecular cluster, C21H33Cl18F9O6 overall in a non-equilibrium geometry, with ωB97M-V/def2-TZVPD.

Cartesian coordinates (Å):
Cl (-3.584, -0.770, -0.471)
Cl (-5.705, 1.493, 3.219)
Cl (-2.900, 0.782, 2.899)
Cl (3.981, 2.895, -2.576)
Cl (1.231, -0.721, 4.283)
Cl (4.249, -4.799, 3.071)
Cl (5.670, -4.192, -2.745)
Cl (5.486, -0.006, -0.413)
Cl (-5.469, -2.902, -0.212)
Cl (-1.513, 6.696, 1.477)
Cl (3.814, 0.789, 4.194)
Cl (2.374, 4.926, -1.140)
Cl (2.839, -0.840, -2.651)
Cl (-0.955, 3.835, 1.106)
Cl (4.127, -1.858, -5.129)
Cl (4.788, 2.627, 0.794)
Cl (5.986, -3.253, 1.255)
Cl (4.185, -6.675, -3.026)
F (-3.164, -5.388, -1.224)
F (0.621, -4.015, 0.870)
F (-4.976, -6.303, -0.570)
F (-2.741, 1.990, -2.920)
F (-4.297, 3.348, -2.165)
F (-0.761, -3.108, -0.581)
F (-3.172, -7.473, -0.681)
F (1.301, -3.561, -1.107)
F (-2.839, 2.575, -0.833)
O (-0.826, 3.992, -2.530)
O (-2.812, -4.715, 1.361)
O (-0.079, -0.876, 0.284)
O (2.083, -1.499, 0.802)
O (-3.576, -6.769, 1.975)
O (-2.675, 5.336, -2.372)
C (4.100, -4.969, -2.446)
C (0.091, 0.447, 0.788)
C (-2.740, -4.166, 2.694)
C (-2.462, -2.658, 2.616)
C (-4.234, -2.247, -1.229)
C (2.774, -0.338, 5.146)
C (-1.966, 6.580, -2.383)
C (-3.643, -6.265, -0.398)
C (-3.040, 3.008, -2.078)
C (-2.050, 4.163, -2.374)
C (4.231, -0.745, -3.719)
C (-2.982, 7.705, -2.722)
C (4.285, -3.555, 1.805)
C (0.863, 1.381, -0.192)
C (-4.223, 1.870, 2.336)
C (-3.320, -5.957, 1.076)
C (-0.262, 5.400, 1.477)
C (0.520, -3.101, -0.165)
C (4.803, 0.852, 0.952)
C (2.398, 3.722, -2.484)
C (0.963, -1.723, 0.320)
H (-3.543, 7.907, -1.809)
H (-2.569, -2.258, 3.624)
H (4.322, 0.280, -4.081)
H (5.198, -0.861, -3.229)
H (2.011, 4.194, -3.387)
H (-1.246, 6.494, -3.197)
H (5.414, 0.617, 1.823)
H (0.254, 5.388, 2.437)
H (-3.641, -4.314, 3.290)
H (-3.184, -2.251, 1.908)
H (0.677, 0.556, 1.701)
H (-4.362, 1.749, 1.262)
H (3.794, -2.642, 2.143)
H (3.797, 0.475, 1.136)
H (-2.051, -4.723, 3.328)
H (3.815, -3.899, 0.884)
H (0.236, 1.729, -1.013)
H (3.318, -4.401, -2.950)
H (3.838, -4.932, -1.389)
H (-1.548, 6.662, -1.379)
H (1.141, 2.283, 0.353)
H (-2.421, 8.619, -2.919)
H (-3.386, -2.931, -1.187)
H (2.551, 0.075, 6.129)
H (0.492, 5.688, 0.745)
H (-4.620, -2.002, -2.219)
H (-3.953, 2.914, 2.497)
H (-3.690, 7.490, -3.523)
H (1.784, 0.957, -0.594)
H (3.413, -1.219, 5.215)
H (1.665, 2.957, -2.224)
H (-1.441, -2.466, 2.286)
H (-0.862, 0.894, 1.071)

Calculated values
Net charge: 0
Strongest force on any atom: 4.93 eV/A
Structure (SMILES): CCOC(=O)C(F)(F)F.CCOC(=O)C(F)(F)F.CCOC(=O)C(F)(F)F.ClCCl.ClCCl.ClCCl.ClCCl.ClCCl.ClCCl.ClCCl.ClCCl.ClCCl
Calculated total energy: -284458.6790 eV

=====

2.
Computed, not measured: C21H33N3O3S as an isolated structure in a non-equilibrium geometry, with ωB97M-V/def2-TZVPD.

Cartesian coordinates (Å):
S (3.363, -2.101, -2.412)
O (4.143, -3.551, -2.262)
O (1.853, -1.102, 3.623)
O (4.339, -1.060, -2.760)
N (-1.346, 2.623, 2.942)
N (-0.128, -0.077, 3.053)
N (2.516, -1.780, -1.009)
C (0.358, -3.626, -4.634)
C (1.979, -2.925, -0.213)
C (-2.385, 2.974, 0.314)
C (-0.296, -2.571, -4.997)
C (-3.329, 2.325, 1.150)
C (-0.838, 3.613, 2.057)
C (-1.056, 3.024, 0.672)
C (0.965, -0.812, 2.960)
C (-2.464, 2.646, 3.700)
C (-0.272, 2.244, 4.162)
C (1.433, -1.230, -4.142)
C (-0.147, 0.701, 4.375)
C (1.824, -0.194, 0.624)
C (1.643, -2.368, 1.162)
C (0.361, -1.371, -4.784)
C (1.099, -1.108, 1.242)
C (1.795, -2.394, -3.565)
C (-1.400, -2.731, -5.973)
C (1.431, -3.558, -3.756)
C (2.159, -0.464, -0.803)
C (-3.534, 3.023, 2.372)
H (1.878, -4.543, -3.137)
H (1.070, -0.315, -1.347)
H (-2.562, 3.378, 4.300)
H (-4.276, 2.257, 0.631)
H (0.638, 2.586, 3.830)
H (0.716, 0.487, 4.917)
H (2.567, -3.778, -0.385)
H (-1.931, -3.359, -5.643)
H (-0.432, 0.444, 2.241)
H (-2.794, 4.040, 0.139)
H (-4.545, 2.640, 2.777)
H (-1.475, 4.411, 2.356)
H (2.735, -2.512, 1.726)
H (-0.414, 3.832, 0.052)
H (0.406, 3.830, 2.420)
H (-2.291, 2.784, -0.830)
H (2.784, 0.081, 0.992)
H (1.496, 0.951, 0.568)
H (0.020, -0.559, -5.554)
H (1.103, -3.301, 1.832)
H (1.905, -0.340, -4.099)
H (-1.971, -1.926, -5.913)
H (-2.867, 1.806, 3.944)
H (-0.178, -4.834, -4.523)
H (-1.236, -3.021, -6.984)
H (1.126, -3.019, -0.879)
H (-1.223, 0.144, 4.950)
H (-0.541, 2.853, 5.014)
H (0.048, -1.074, 0.853)
H (-0.609, 2.159, 0.499)
H (-3.431, 4.124, 2.156)
H (2.905, 0.388, -1.344)
H (-2.687, 1.235, 1.338)

Calculated values
Net charge: 0
Strongest force on any atom: 12.88 eV/A
Calculated total energy: -43742.7990 eV
ΔE to the lowest compared entry with this formula, charge and spin: 1853.3 kJ/mol

=====

3.
Computed, not measured: one molecule with the formula C21H33NO5 in a non-equilibrium geometry, with ωB97M-V/def2-TZVPD.

Cartesian coordinates (Å):
O (2.987, -3.293, 0.467)
O (-3.284, -0.229, 3.378)
O (-0.909, 1.953, -1.298)
O (0.267, 1.553, -3.189)
O (1.205, -1.927, -0.136)
N (0.496, 0.769, 1.022)
C (-0.557, 0.871, 2.992)
C (-2.715, -0.361, 2.312)
C (-0.915, 1.143, 4.413)
C (1.329, 1.106, -1.218)
C (0.595, 1.177, 2.336)
C (-1.400, 0.202, 2.038)
C (-3.329, -1.181, 1.189)
C (-1.103, 3.462, -3.857)
C (2.581, -1.995, 0.122)
C (2.884, 0.473, 0.607)
C (0.200, 1.820, 5.201)
C (0.092, 1.574, -1.861)
C (2.388, -3.823, 1.637)
C (-2.023, 1.115, -3.918)
C (0.813, -2.566, -1.332)
C (-2.637, -2.542, 1.097)
C (2.911, -0.944, 1.190)
C (-0.710, 0.180, 0.846)
C (-0.778, 1.987, -4.092)
C (1.516, 0.822, 0.082)
C (-0.176, 1.787, -5.483)
H (2.181, -1.027, 1.996)
H (-3.075, -3.135, 0.297)
H (-2.760, 1.378, -4.671)
H (3.614, 0.555, -0.199)
H (2.167, 1.037, -1.894)
H (-1.191, 0.198, 4.889)
H (-0.199, 4.061, -3.942)
H (3.169, 1.177, 1.391)
H (3.152, -1.785, -0.799)
H (3.905, -1.161, 1.582)
H (-1.814, 1.765, 4.430)
H (1.149, -3.607, -1.351)
H (-1.762, 0.065, -4.030)
H (1.315, -3.616, 1.653)
H (0.450, 2.783, 4.762)
H (-2.456, 1.269, -2.933)
H (-4.388, -1.325, 1.412)
H (-1.822, 3.800, -4.598)
H (1.223, -2.039, -2.201)
H (-0.887, 2.092, -6.244)
H (0.078, 0.741, -5.634)
H (2.851, -3.415, 2.540)
H (1.094, 1.200, 5.214)
H (-0.274, -2.531, -1.360)
H (0.729, 2.380, -5.586)
H (-3.235, -0.643, 0.246)
H (-1.526, 3.602, -2.865)
H (-0.117, 1.984, 6.228)
H (1.460, 1.703, 2.687)
H (-0.977, -0.237, -0.101)
H (-1.573, -2.421, 0.906)
H (-2.759, -3.084, 2.032)
H (2.555, -4.897, 1.599)

Calculated values
Net charge: 0
Strongest force on any atom: 1.02 eV/A
Structure (SMILES): CCC(=O)c1cn(/C(=C\C(=O)OC(C)(C)C)CCC(OC)OC)cc1CC
Calculated total energy: -34039.8896 eV
ΔE to the lowest compared entry with this formula, charge and spin: 5.0 kJ/mol

=====

4.
Computed, not measured: a 2-piece molecular cluster, C21H34N2O3 overall in a non-equilibrium geometry, with ωB97M-V/def2-TZVPD.

Cartesian coordinates (Å):
O (0.917, 3.375, -2.110)
O (-0.052, 4.662, -0.562)
O (-0.827, 2.518, -0.842)
N (-6.760, 5.510, 0.476)
N (4.112, -4.218, -3.220)
C (-6.681, 6.051, 1.731)
C (3.176, -4.315, 0.604)
C (-2.120, 2.935, -0.320)
C (-1.594, 1.940, 2.090)
C (6.058, -3.808, -4.583)
C (-1.820, 0.541, 1.361)
C (-1.650, -0.580, 2.504)
C (5.496, -4.070, -3.272)
C (-4.634, 6.042, 0.804)
C (3.257, -4.474, -2.031)
C (-5.516, 5.505, -0.097)
C (-0.076, -0.804, 2.676)
C (4.805, -3.779, -5.440)
C (1.679, -3.890, 0.830)
C (-2.106, 3.173, 1.232)
C (-0.017, 3.578, -1.102)
C (3.691, -4.058, -4.555)
C (-5.373, 6.388, 1.965)
C (1.479, -2.349, 1.166)
C (3.826, -3.789, -0.728)
C (0.363, -2.279, 2.304)
H (1.009, -4.220, -0.018)
H (-3.156, 3.432, 1.557)
H (-4.988, 6.835, 2.868)
H (-0.535, -2.833, 1.900)
H (-2.189, -1.503, 2.162)
H (2.204, -4.132, -2.252)
H (0.723, -2.853, 3.200)
H (-7.600, 5.169, 0.043)
H (3.263, -5.438, 0.636)
H (1.538, 4.117, -1.981)
H (4.836, -3.574, -6.531)
H (-2.812, 0.467, 0.848)
H (3.793, -2.668, -0.807)
H (1.069, -1.781, 0.280)
H (-2.137, -0.250, 3.468)
H (-3.574, 6.173, 0.648)
H (-2.393, 3.892, -0.853)
H (1.308, -4.457, 1.739)
H (3.203, -5.593, -1.937)
H (-1.454, 4.056, 1.468)
H (3.795, -3.938, 1.473)
H (-0.519, 2.044, 2.412)
H (-7.560, 6.148, 2.347)
H (0.537, -0.037, 2.129)
H (-2.892, 2.183, -0.647)
H (-0.959, 0.352, 0.655)
H (7.114, -3.660, -4.898)
H (4.921, -4.072, -0.679)
H (2.649, -4.114, -4.954)
H (0.140, -0.638, 3.775)
H (-2.213, 1.934, 3.037)
H (6.201, -4.114, -2.414)
H (2.412, -1.850, 1.542)
H (-5.368, 5.120, -1.094)

Calculated values
Net charge: 0
Strongest force on any atom: 4.79 eV/A
Structure (SMILES): O=C(O)OCCCCCCCCCCCCn1cccc1.c1cc[nH]c1
Calculated total energy: -31448.8224 eV
ΔE to the lowest compared entry with this formula, charge and spin: 271.7 kJ/mol